Record 1
# C23H30N6O2S

A 2-piece molecular cluster, C23H30N6O2S overall (ωB97M-V/def2-TZVPD, the OMol25 dataset).

```
62
Properties=species:S:1:pos:R:3
C 4.635 0.062 0.359
C 3.538 1.087 0.254
C 3.087 1.748 1.405
C 2.067 2.702 1.323
C 1.491 3.015 0.086
C 0.445 4.029 -0.018
C -0.835 3.800 0.505
C -1.837 4.767 0.346
C -1.570 5.968 -0.309
N -2.543 6.864 -0.446
C -2.214 7.986 -1.038
N -3.202 8.857 -1.203
N -1.062 8.331 -1.553
C -0.127 7.428 -1.418
N 1.053 7.868 -1.905
C -0.292 6.208 -0.804
C 0.715 5.236 -0.673
C 1.943 2.357 -1.065
C 2.954 1.395 -0.982
H 4.994 -0.233 -0.631
H 4.267 -0.830 0.874
H 5.480 0.468 0.924
H 3.527 1.517 2.371
H 1.726 3.210 2.219
H -1.053 2.865 1.015
H -2.837 4.601 0.731
H -3.021 9.472 -1.982
H -4.099 8.397 -1.141
H 1.860 7.564 -1.377
H 0.987 8.853 -2.133
H 1.709 5.402 -1.078
H 1.502 2.595 -2.028
H 3.290 0.895 -1.886
C -0.590 -8.789 0.933
N -0.838 -7.525 0.240
C -1.475 -6.481 0.788
O -1.899 -6.512 1.936
C -1.608 -5.215 -0.082
C -0.539 -4.149 0.226
C 0.887 -4.684 0.039
S 2.211 -3.487 0.361
C 1.937 -2.300 -0.982
N -2.968 -4.644 -0.149
C -3.738 -4.049 0.767
C -3.197 -3.545 2.090
O -4.910 -3.843 0.493
H 0.235 -8.667 1.637
H -0.341 -9.573 0.216
H -1.481 -9.087 1.491
H -0.504 -7.438 -0.706
H -1.398 -5.541 -1.100
H -0.694 -3.295 -0.433
H -0.633 -3.819 1.259
H 0.997 -5.054 -0.980
H 1.036 -5.520 0.723
H 2.759 -1.587 -1.006
H 1.006 -1.758 -0.814
H 1.891 -2.825 -1.935
H -3.486 -4.850 -0.988
H -2.512 -2.722 1.908
H -4.029 -3.184 2.692
H -2.698 -4.341 2.634
```

Results
Orbital gap, eV: 8.2
SMILES string: Cc1ccc(-c2ccc3nc(N)nc(N)c3c2)cc1.CNC(=O)[C@H](CCSC)NC(C)=O
ΔE to the lowest compared entry with this formula, charge and spin, kJ/mol: 99.4
HOMO level, eV: -7.86

***

Record 2
# C6H13NO3

A 2-piece molecular cluster, C6H13NO3 overall (ωB97M-V/def2-TZVPD, the OMol25 dataset).

```
23
Properties=species:S:1:pos:R:3
C 2.324 0.392 0.648
C 1.291 0.904 -0.396
C -0.446 0.798 1.476
C -1.208 -0.493 0.861
C -0.339 -1.151 -0.249
C 0.491 -0.318 -1.259
H 2.772 1.141 1.374
H 2.008 -0.376 1.400
H 3.097 0.116 -0.169
H 1.653 1.627 -1.110
H -0.561 1.830 -0.199
H -1.295 1.541 1.886
H 0.270 0.366 2.292
H -1.548 -1.182 1.690
H -2.925 0.566 1.179
H -1.197 -1.636 -0.931
H 0.328 -3.270 0.102
H 1.082 -1.125 -1.876
H -0.059 0.742 -2.899
N 0.232 1.589 0.332
O -2.375 0.274 0.356
O 0.595 -1.998 0.352
O -0.460 0.193 -2.152
```

Results
Orbital gap, eV: 8.2
ΔE to the lowest compared entry with this formula, charge and spin, kJ/mol: 593.6
HOMO level, eV: -8.20

***

Record 3
# C26H23F5N4O3S5Sc

C26H23F5N4O3S5Sc as an isolated structure (ωB97M-V/def2-TZVPD, the OMol25 dataset).

```
67
Properties=species:S:1:pos:R:3
Sc -18.279 4.533 1.414
O -18.244 -0.079 4.185
C -18.274 -0.544 2.948
C -18.059 -1.897 2.808
C -17.888 -2.481 1.554
C -17.929 -1.634 0.397
C -18.380 -0.290 0.540
C -18.535 0.252 1.831
C -18.601 1.724 1.963
O -18.601 2.473 0.957
N -18.602 2.162 3.228
N -18.511 3.524 3.254
C -18.230 4.123 4.361
C -18.094 5.537 4.567
C -17.521 5.931 5.814
C -17.551 7.213 6.194
C -17.956 8.182 5.324
C -18.400 7.908 4.047
C -18.374 6.583 3.638
O -18.522 6.314 2.342
H -18.230 0.992 4.139
H -18.095 -2.386 3.764
H -17.540 -3.550 1.481
H -17.752 -2.001 -0.541
H -18.455 0.321 -0.338
H -17.906 3.538 5.234
H -16.946 5.191 6.372
H -17.131 7.438 7.160
H -17.845 9.220 5.637
H -18.705 8.725 3.385
F -24.482 6.773 0.009
C -23.307 6.487 -0.510
C -22.599 5.670 0.356
F -23.139 5.381 1.578
C -21.340 5.224 -0.037
F -20.654 4.263 0.686
C -20.781 5.645 -1.211
S -19.317 4.903 -1.793
C -21.526 6.503 -2.032
F -20.837 7.161 -3.046
C -22.873 6.820 -1.813
F -23.579 7.523 -2.697
S -17.963 6.347 -0.830
S -15.964 6.097 -1.350
S -14.894 5.752 0.344
S -15.723 4.173 1.343
C -11.628 0.981 1.100
C -10.866 0.414 -0.169
N -11.756 0.277 -1.377
C -12.452 1.628 -1.586
C -13.394 1.872 -0.316
N -13.125 0.924 0.794
C -13.434 -0.463 0.370
C -12.759 -0.746 -0.980
H -11.280 2.072 1.218
H -11.435 0.465 2.035
H -10.410 -0.551 0.013
H -10.127 1.081 -0.581
H -13.025 1.600 -2.489
H -11.708 2.439 -1.595
H -14.470 1.877 -0.550
H -13.226 2.949 0.120
H -13.702 1.228 1.619
H -14.538 -0.592 0.436
H -13.089 -1.168 1.178
H -13.515 -0.814 -1.770
H -12.355 -1.794 -0.919
```

Results
Orbital gap (alpha / beta), eV: 2.7 / 3.4
Charge: -1
ΔE to the lowest compared entry with this formula, charge and spin, kJ/mol: 186.3
HOMO level (alpha / beta), eV: -1.55 / -2.25

***

Record 4
# C13H34Br6Ca2FN4O6P2

C13H34Br6Ca2FN4O6P2 as an isolated structure (ωB97M-V/def2-TZVPD, the OMol25 dataset).

```
68
Properties=species:S:1:pos:R:3
N -2.799 1.888 3.990
P -1.291 1.370 3.975
C -0.848 0.870 2.254
C -1.332 1.841 1.177
C -0.878 1.457 -0.271
C -2.131 1.290 -1.168
C -2.706 -0.142 -1.312
C -3.155 -0.866 -0.054
C -2.414 -2.187 0.267
O -1.280 -2.488 -0.577
N 0.140 0.342 -0.323
C 0.707 0.017 0.831
N 1.453 -1.093 0.897
P 2.236 -1.562 2.399
O 3.574 -0.666 2.558
Br 2.831 -3.775 1.908
N 0.623 0.717 2.035
H -3.344 1.333 4.635
H -0.468 2.438 4.396
H -1.188 0.281 4.860
H -1.277 -0.122 2.073
H -0.988 2.853 1.437
H -2.423 1.891 1.271
H -0.333 2.489 -0.698
H -2.905 1.977 -0.818
H -1.882 1.638 -2.191
H -3.646 -0.031 -1.952
H -1.960 -0.714 -1.947
H -3.133 -0.242 0.846
H -4.214 -1.127 -0.168
H -3.099 -3.033 0.179
H -2.089 -2.163 1.348
H -0.464 -2.232 -0.147
H -0.105 -0.440 -0.917
H 1.584 -1.705 0.100
H 3.730 -0.624 3.517
H 0.981 1.681 1.798
Br 0.851 2.051 -1.769
C -1.032 2.331 -4.998
O -2.226 1.702 -4.674
H -0.110 1.770 -4.810
H -0.925 2.618 -6.059
H -0.840 3.283 -4.471
Ca -2.861 -0.463 -3.687
Br -3.071 -1.722 3.069
F 1.606 1.131 -4.076
Ca 5.546 -3.443 1.190
C 10.545 -4.782 -2.033
C 9.504 -3.695 -1.963
O 8.326 -3.955 -1.849
C 9.990 -2.270 -2.041
H 10.059 -5.753 -1.966
H 11.083 -4.723 -2.980
H 11.247 -4.681 -1.203
H 10.504 -2.103 -2.988
H 10.667 -2.061 -1.212
H 9.140 -1.594 -1.979
C -6.429 1.018 2.025
Br -8.032 0.906 3.102
Br -6.355 2.717 1.052
Br -4.811 0.742 3.044
H -6.499 0.236 1.280
O 2.992 2.245 1.684
H 3.200 1.405 2.101
O -9.342 3.967 -0.215
H -9.370 4.919 0.007
H -10.219 3.549 -0.105
H -8.644 3.492 0.318
```

Results
Orbital gap, eV: 1.8
Charge: +1
HOMO level, eV: -6.62

***

Record 5
# C26H84O16

A 16-piece molecular cluster, C26H84O16 overall (ωB97M-V/def2-TZVPD, the OMol25 dataset).

```
126
Properties=species:S:1:pos:R:3
C -4.470 -7.153 -1.305
O -5.794 -7.496 -1.581
H -4.032 -6.842 -2.254
H -4.465 -6.378 -0.540
H -3.960 -8.017 -0.880
H -6.251 -6.667 -1.738
C 2.717 3.282 -6.514
O 3.365 2.841 -7.672
H 2.337 2.442 -5.933
H 3.496 3.728 -5.896
H 1.944 4.021 -6.728
H 2.920 3.304 -8.385
C -5.309 4.235 -0.713
O -4.773 5.446 -0.284
H -4.585 3.619 -1.247
H -5.622 3.612 0.125
H -6.102 4.375 -1.447
H -5.476 6.072 -0.094
C 1.567 -6.105 -0.896
O 1.212 -5.998 0.426
H 0.620 -5.981 -1.421
H 2.273 -5.320 -1.168
H 1.990 -7.094 -1.073
H 0.791 -5.149 0.579
C -7.705 -2.334 -3.768
O -8.261 -3.098 -2.707
H -7.632 -2.966 -4.653
H -8.376 -1.482 -3.877
H -6.711 -1.955 -3.533
H -9.194 -3.278 -2.842
C 5.601 5.370 -1.275
O 6.221 6.474 -0.635
H 4.547 5.610 -1.422
H 6.122 5.029 -2.169
H 5.685 4.426 -0.736
H 7.155 6.280 -0.526
C 2.640 -2.839 -5.872
O 1.523 -3.659 -6.069
H 2.626 -2.351 -4.897
H 3.534 -3.460 -5.805
H 2.831 -2.195 -6.730
H 0.767 -3.115 -6.302
C 0.829 5.414 4.223
O 0.843 5.142 5.586
H 0.151 4.703 3.752
H 0.362 6.383 4.045
H 1.819 5.341 3.773
H 1.441 5.689 6.100
C -4.450 5.191 4.919
O -3.766 5.207 6.181
H -5.448 4.844 5.187
H -4.537 6.186 4.481
H -4.056 4.470 4.203
H -2.840 5.032 5.998
C 4.835 -4.568 4.704
O 5.162 -5.301 5.825
H 3.865 -4.096 4.857
H 5.591 -3.872 4.340
H 4.658 -5.202 3.835
H 4.794 -6.178 5.689
C -1.124 -0.728 6.209
O -1.015 -2.068 5.866
H -1.750 -0.084 5.592
H -1.419 -0.639 7.255
H -0.159 -0.224 6.160
H -1.135 -2.219 4.926
C -5.326 1.991 -6.977
C -5.956 2.461 -8.291
C -7.323 1.771 -8.437
O -6.152 3.853 -8.139
H -5.236 0.907 -6.899
H -5.990 2.222 -6.144
H -4.351 2.467 -6.875
H -5.335 2.412 -9.186
H -7.278 0.690 -8.310
H -7.891 2.069 -9.319
H -7.899 2.150 -7.593
H -6.475 4.174 -8.985
C 8.806 -0.728 -3.851
C 9.063 -0.556 -2.313
C 7.934 -1.240 -1.515
O 10.335 -1.039 -1.908
H 8.615 -1.791 -4.001
H 9.647 -0.468 -4.493
H 7.983 -0.176 -4.304
H 8.991 0.452 -1.904
H 7.834 -2.310 -1.692
H 6.990 -0.861 -1.905
H 8.060 -0.989 -0.462
H 10.941 -0.797 -2.611
C -8.059 -0.576 3.371
C -6.652 -1.148 3.545
C -6.596 -2.342 4.543
O -6.224 -1.525 2.213
H -8.302 0.055 4.226
H -8.849 -1.298 3.164
H -8.086 0.067 2.491
H -5.984 -0.333 3.823
H -6.995 -3.233 4.058
H -7.126 -2.152 5.477
H -5.596 -2.691 4.802
H -6.906 -1.832 1.610
C 1.052 -0.576 0.860
C -0.444 -0.607 0.556
C -0.655 -0.578 -0.973
O -1.053 -1.763 1.037
H 1.685 0.207 0.443
H 1.523 -1.510 0.553
H 1.156 -0.546 1.945
H -0.939 0.249 1.016
H -0.165 0.260 -1.470
H -1.699 -0.375 -1.211
H -0.274 -1.500 -1.411
H -1.970 -1.479 1.009
C 8.426 0.671 5.627
C 7.645 1.318 6.732
C 6.135 1.091 6.463
O 7.935 0.872 8.020
H 9.427 1.101 5.663
H 8.150 0.784 4.578
H 8.495 -0.393 5.854
H 7.806 2.396 6.737
H 5.939 0.019 6.440
H 5.796 1.557 5.538
H 5.566 1.421 7.333
H 7.437 0.071 8.199
```

Results
Orbital gap, eV: 10.0
ΔE to the lowest compared entry with this formula, charge and spin, kJ/mol: 494.1
HOMO level, eV: -10.11

***

Record 6
# C4H9NO

A 2-piece molecular cluster, C4H9NO overall (ωB97M-V/def2-TZVPD, the OMol25 dataset).

```
15
Properties=species:S:1:pos:R:3
C -1.331 1.992 0.816
C -1.202 1.590 -0.498
C 0.090 -0.151 -0.247
O 0.222 -0.124 1.029
N 0.728 -1.152 -0.844
C 1.524 -2.157 -0.148
H -0.370 0.742 1.278
H -0.738 2.825 1.186
H -2.235 1.745 1.368
H -1.995 1.039 -0.995
H -0.528 2.102 -1.179
H 0.655 -1.200 -1.847
H 1.918 -2.868 -0.876
H 2.357 -1.686 0.381
H 0.907 -2.696 0.578
```

Results
Orbital gap, eV: 8.7
ΔE to the lowest compared entry with this formula, charge and spin, kJ/mol: 354.0
HOMO level, eV: -7.79